The following is a quantum chemistry calculation of a structure of composition H12O6 at a distorted geometry, from the OMol25 dataset.

Last column: natural (NBO) charge in e.
CARTESIAN COORDINATES (ANGSTROEM)
O: 11.388940 -4.600860 -4.586050  -0.94
H: 10.666300 -4.482730 -3.969540  0.48
H: 11.011040 -5.108220 -5.304390  0.44
O: 9.017790 -4.052970 -4.431180  -0.95
H: 8.571560 -3.758800 -5.225270  0.49
H: 8.916860 -5.004810 -4.437800  0.46
O: 8.525460 -3.055040 -7.063260  -0.86
H: 8.005890 -2.440880 -7.581980  0.50
H: 8.116800 -3.906460 -7.219160  0.50
O: 9.434390 -3.466160 -2.224770  -0.98
H: 9.328160 -3.788110 -3.119920  0.46
H: 10.093430 -2.775500 -2.294770  0.46
O: 9.506140 -6.259200 -4.380970  -0.92
H: 9.524360 -6.878370 -5.110710  0.49
H: 9.112500 -6.749990 -3.659580  0.50
O: 8.667800 -1.941680 -5.364900  -0.99
H: 8.769760 -2.396550 -6.200920  0.42
H: 8.174630 -1.150240 -5.580880  0.44

Forces on atoms 1 to 3 (eV/Å):
O 2.1 0.0 -0.2
H 0.5 0.1 -0.2
H 0.1 0.2 0.1

Values from the calculation:
Frontier orbital gap ... 9.125 eV
Energy relative to the best compared isomer or geometry (same formula, charge and spin) ... 569.8 kJ/mol
LUMO level ... -0.39 eV



The following is a quantum chemistry calculation of a cluster of 6 separate species, H12O6 in total at a distorted geometry, from the OMol25 dataset.

Last column: natural (NBO) charge in e.
CARTESIAN COORDINATES (ANGSTROEM)
O: -0.018196 -1.264438 -1.805845  -1.02
H: 0.771479 -0.671050 -1.912114  0.52
H: 0.205812 -2.249945 -1.800253  0.50
O: -0.864032 1.360422 2.037558  -0.96
H: -0.672250 1.910841 1.248896  0.50
H: -1.789814 1.309326 1.904412  0.47
O: 2.010801 0.755047 -1.205797  -1.00
H: 1.177433 1.232407 -1.191457  0.49
H: 2.140748 0.171952 -0.432958  0.51
O: 1.326872 -0.546049 1.248151  -1.01
H: 0.690919 -1.365779 1.172713  0.49
H: 0.779279 0.144557 1.674464  0.49
O: -0.782490 1.545128 -0.823323  -0.98
H: -1.249143 1.914277 -1.556749  0.49
H: -0.854709 0.588110 -0.799085  0.50
O: -0.977090 -2.044541 0.814039  -0.95
H: -0.830562 -1.521683 -0.035903  0.49
H: -1.065058 -1.268582 1.463251  0.47

Forces on atoms 1 to 3 (eV/Å):
O 0.1 -1.2 0.1
H -0.2 -1.1 0.2
H 0.1 2.4 -0.2

Values from the calculation:
Frontier orbital gap ... 11.279 eV
Energy relative to the best compared isomer or geometry (same formula, charge and spin) ... 106.2 kJ/mol
LUMO level ... 0.14 eV
SMILES ... O.O.O.O.O.O



The following is a quantum chemistry calculation of a cluster of 6 separate species, H12O6 in total at a distorted geometry, from the OMol25 dataset.

Last column: natural (NBO) charge in e.
CARTESIAN COORDINATES (ANGSTROEM)
O: -0.828618 -1.986515 -0.663572  -0.98
H: -1.594295 -2.582572 -0.800219  0.49
H: -0.790410 -1.780492 0.316543  0.53
O: -1.516254 -1.618451 1.958548  -1.00
H: -0.819271 -1.114394 2.455095  0.52
H: -2.343550 -1.462923 2.521538  0.49
O: 0.866360 0.007555 2.375575  -0.98
H: 0.593855 0.671561 1.802918  0.50
H: 1.547070 -0.423629 1.837142  0.46
O: 0.320143 -0.280270 -1.928902  -0.97
H: 1.156967 -0.609194 -1.667379  0.46
H: -0.229601 -1.065755 -1.656046  0.50
O: 0.139869 1.294770 0.266641  -1.06
H: 0.650660 2.076333 -0.177538  0.51
H: -0.071148 0.537631 -0.442645  0.51
O: 0.996861 2.658025 -1.901551  -0.93
H: 0.472764 3.032439 -2.519335  0.47
H: 1.600079 2.120106 -2.523984  0.48

Forces on atoms 1 to 3 (eV/Å):
O -0.9 -1.3 1.3
H 0.7 0.6 0.4
H -0.6 -0.3 -1.2

Values from the calculation:
Frontier orbital gap ... 10.969 eV
Energy relative to the best compared isomer or geometry (same formula, charge and spin) ... 164.7 kJ/mol
LUMO level ... 0.60 eV
SMILES ... O.O.O.O.O.O



The following is a quantum chemistry calculation of a cluster of 6 separate species, H12O6 in total at a distorted geometry, from the OMol25 dataset.

Last column: natural (NBO) charge in e.
CARTESIAN COORDINATES (ANGSTROEM)
O: 0.947431 -0.090072 0.606866  -0.95
H: 1.805044 -0.401543 0.327513  0.49
H: 0.580490 0.342764 -0.217574  0.49
O: -0.784418 1.759461 2.728795  -0.96
H: -1.194577 2.630848 2.750345  0.47
H: -0.285590 1.601138 1.953376  0.49
O: -0.709938 -2.027434 1.064596  -1.00
H: -0.012307 -1.336852 0.930777  0.49
H: -1.299828 -1.555882 1.703815  0.46
O: -0.702691 0.981527 -3.033614  -0.94
H: -0.142305 1.729914 -3.306059  0.48
H: -0.120912 0.237064 -3.078943  0.48
O: -1.077015 1.635792 -0.263160  -0.99
H: -1.130067 1.285725 -1.170433  0.50
H: -1.953904 1.767862 0.024967  0.48
O: 2.129203 -2.496110 -0.398049  -0.95
H: 1.926401 -3.147732 -1.046302  0.48
H: 2.024984 -2.916471 0.423085  0.48

Forces on atoms 1 to 3 (eV/Å):
O -0.3 1.6 -1.4
H 0.5 -0.4 -0.1
H 0.3 -0.6 1.6

Values from the calculation:
Frontier orbital gap ... 10.380 eV
Energy relative to the best compared isomer or geometry (same formula, charge and spin) ... 129.6 kJ/mol
LUMO level ... 0.17 eV
SMILES ... O.O.O.O.O.O



The following is a quantum chemistry calculation of a structure of composition H12O6Zn at a distorted geometry, from the OMol25 dataset.

Last column: natural (NBO) charge in e.
CARTESIAN COORDINATES (ANGSTROEM)
Zn: 0.101389 0.089668 0.018032  1.80
O: 1.233225 2.487489 -1.760128  -0.96
H: 1.188410 2.380854 -2.710305  0.50
H: 1.986360 3.060975 -1.618262  0.51
O: -2.067628 -0.905243 -2.246526  -0.98
H: -1.663438 -1.386726 -2.968359  0.49
H: -3.008283 -1.031680 -2.370678  0.51
O: -0.981101 -2.488810 1.746682  -0.98
H: -0.721298 -3.407613 1.679337  0.50
H: -1.499607 -2.444290 2.550047  0.50
O: -2.622546 1.818628 1.066360  -0.98
H: -3.111481 1.729667 1.884444  0.50
H: -3.155869 2.405869 0.530681  0.50
O: 1.859703 0.913539 2.545295  -0.98
H: 1.908150 1.662370 3.139556  0.51
H: 2.496167 0.289176 2.893611  0.50
O: 2.433892 -1.542365 -1.223694  -0.98
H: 3.380463 -1.412782 -1.282397  0.51
H: 2.243491 -2.218728 -1.873696  0.50

Forces on atoms 1 to 3 (eV/Å):
Zn 0.2 0.0 0.0
O -0.7 -0.8 0.7
H -0.1 -0.1 -0.5

Values from the calculation:
Net charge ... +2
Frontier orbital gap ... 5.524 eV
Energy relative to the best compared isomer or geometry (same formula, charge and spin) ... 684.4 kJ/mol
LUMO level ... -13.01 eV



The following is a quantum chemistry calculation of a cluster of 6 separate species, H13NO5 in total, from the OMol25 dataset.

Last column: natural (NBO) charge in e.
CARTESIAN COORDINATES (ANGSTROEM)
N: -2.293170 -0.337475 0.072586  -1.13
H: -1.970838 0.293511 0.799988  0.40
H: -3.266528 -0.132455 -0.122161  0.36
H: -2.259781 -1.297871 0.391170  0.39
O: -0.325060 1.828922 1.380083  -0.98
H: -0.347076 2.738274 1.076593  0.46
H: 0.570503 1.489824 1.156718  0.50
O: 1.482245 1.051401 -0.368296  -1.03
H: 2.060978 1.729383 -0.725284  0.48
H: 0.719401 0.894475 -1.019186  0.51
O: -0.603647 0.805735 -1.833074  -0.95
H: -1.069402 1.445938 -1.278250  0.48
H: -1.027197 -0.006919 -1.468053  0.52
O: -0.633009 -2.742605 0.903287  -0.95
H: 0.247418 -2.366241 0.779133  0.48
H: -0.679730 -3.406264 0.192580  0.47
O: 3.289750 -0.934744 0.286884  -0.96
H: 2.479399 -0.401490 0.363011  0.49
H: 3.625749 -0.651398 -0.587729  0.46

Forces on atoms 1 to 3 (eV/Å):
N -0.4 -0.1 -0.4
H 0.1 -0.2 0.1
H 0.0 0.1 0.0

Values from the calculation:
Frontier orbital gap ... 10.887 eV
Energy relative to the best compared isomer or geometry (same formula, charge and spin) ... 73.8 kJ/mol
LUMO level ... 0.46 eV
SMILES ... N.O.O.O.O.O